{"formula": "C24H42N8NdO3S", "method": "wB97M-V/def2-TZVPD", "energy_ha": -2562.391407, "de_lowest_kcal_mol": 16.32, "lumo_energy_ha": [-0.2412, -0.2362], "charge": 3, "s2": 3.753, "multiplicity": 4, "species": ["Nd", "N", "C", "C", "N", "C", "C", "N", "C", "C", "N", "H", "H", "H", "H", "H", "H", "H", "H", "H", "H", "H", "H", "H", "H", "H", "H", "H", "H", "N", "C", "C", "C", "C", "N", "C", "N", "N", "C", "O", "O", "H", "H", "H", "H", "H", "H", "H", "H", "H", "H", "H", "H", "H", "H", "O", "S", "C", "C", "C", "C", "C", "C", "C", "C", "C", "C", "C", "C", "H", "H", "H", "H", "H", "H", "H", "H", "H", "H"], "coordinates": [[9.2065, 8.1580, 14.6705], [7.5082, 9.1344, 16.2903], [6.2633, 8.3630, 16.3193], [6.6047, 6.9064, 16.1366], [7.0220, 6.6325, 14.7502], [6.0319, 6.9565, 13.6872], [6.6413, 7.7682, 12.4966], [7.4374, 8.9158, 12.9631], [7.3495, 5.1663, 14.7560], [8.7936, 4.8607, 14.2634], [9.8365, 5.8052, 14.8181], [7.8590, 9.3107, 17.2143], [7.2855, 10.1353, 16.0125], [5.6624, 8.5929, 15.4885], [5.5568, 8.5746, 17.1022], [5.8046, 6.2342, 16.3266], [7.3995, 6.5747, 16.7593], [5.1198, 7.4480, 14.1003], [5.5833, 6.0551, 13.3160], [5.7980, 8.0876, 11.9852], [7.2686, 7.1068, 11.8872], [6.8266, 9.5637, 13.4075], [7.8028, 9.4175, 12.1753], [6.7555, 4.7081, 13.9887], [7.1266, 4.7840, 15.7253], [8.8732, 4.9951, 13.2170], [9.0422, 3.8413, 14.5931], [10.6556, 5.7553, 14.2180], [10.0541, 5.5149, 15.7683], [9.5370, 10.3855, 18.5352], [10.8475, 9.8753, 18.1765], [12.0123, 10.9021, 18.2751], [12.3101, 11.3918, 19.6439], [12.9708, 12.7847, 19.6757], [14.1168, 13.0361, 18.7555], [15.3848, 13.1339, 19.2233], [15.7391, 12.8521, 20.4801], [16.2949, 13.5695, 18.3823], [10.6837, 9.3218, 16.7922], [10.5784, 10.0528, 15.7734], [10.4188, 8.0422, 16.7770], [9.1549, 11.2387, 18.0608], [9.2432, 10.4153, 19.4894], [11.0213, 9.0029, 18.8301], [11.7806, 11.7862, 17.6182], [12.9728, 10.4175, 17.8168], [12.8969, 10.6930, 20.2226], [11.3486, 11.4711, 20.2100], [13.2658, 13.0651, 20.7074], [12.1872, 13.4949, 19.3773], [13.9001, 13.4163, 17.8377], [15.1623, 12.1807, 20.9920], [16.6601, 13.0852, 20.7812], [16.0762, 13.9729, 17.4731], [17.2477, 13.5275, 18.6318], [10.2187, 7.9052, 12.5813], [10.6300, 6.8165, 11.5635], [12.2278, 7.2778, 11.1360], [12.7377, 6.7653, 9.9026], [14.0952, 6.9283, 9.6148], [14.8520, 7.6487, 10.5361], [14.3140, 8.2453, 11.6446], [12.9775, 8.0600, 12.0082], [9.8210, 7.1338, 10.0541], [9.9336, 8.3473, 9.3720], [9.4197, 8.4301, 8.0846], [8.8738, 7.3073, 7.4616], [8.7848, 6.1476, 8.1674], [9.2426, 6.0589, 9.4819], [12.1494, 6.1036, 9.3170], [14.4704, 6.4473, 8.7199], [15.8936, 7.8034, 10.3888], [15.0304, 8.8056, 12.2491], [12.5343, 8.3762, 12.9487], [10.5117, 9.1202, 9.8670], [9.5264, 9.4294, 7.6023], [8.5609, 7.3291, 6.4069], [8.2791, 5.2961, 7.7017], [9.1780, 5.1005, 10.0126]], "atomic_forces_ev_per_a": [[0.97, 0.83, 0.22], [-0.95, 2.48, -0.87], [0.16, -0.78, 0.24], [-0.73, 0.66, -0.59], [0.71, -0.47, -0.50], [-0.12, 0.92, 0.30], [0.60, -1.41, 1.96], [0.18, -0.61, 0.29], [1.54, 0.99, -1.76], [0.17, 0.33, 2.13], [-1.07, -0.75, 0.04], [0.59, -0.36, 0.94], [0.22, -1.44, 0.18], [-0.50, 0.76, -1.33], [0.29, -0.04, 1.04], [-1.21, -0.28, 0.63], [0.87, -0.01, 0.82], [0.87, 0.15, -0.16], [0.05, -0.58, -0.49], [-1.39, 0.57, -1.63], [-0.12, 0.27, 0.00], [-0.76, 0.69, 0.41], [0.36, 0.17, -0.57], [-0.64, -0.62, 0.10], [0.03, -0.65, 0.53], [-0.20, -0.30, -1.19], [-0.08, 0.15, -0.61], [0.25, -0.36, 0.41], [0.49, 0.15, -0.11], [-1.57, 1.15, -1.20], [0.79, 0.89, 0.95], [1.14, -0.68, -2.32], [-0.30, 0.58, 1.30], [-0.58, 0.55, 0.01], [0.04, -0.57, 1.61], [-1.30, 0.26, -0.80], [-1.49, -0.82, -0.48], [0.08, 0.60, -1.04], [-1.12, -1.78, 0.12], [-0.17, -0.71, -0.03], [0.25, 1.35, -1.12], [1.18, -1.06, 0.47], [0.36, -0.24, 0.54], [0.13, 0.46, -0.23], [-0.02, -0.85, 0.35], [-1.64, 0.79, 0.65], [0.29, -0.43, 0.04], [0.70, 0.26, -0.29], [-0.14, -0.13, -0.64], [0.31, 0.01, 0.11], [0.31, -0.28, 0.36], [0.65, 0.59, 0.02], [0.42, -0.13, 0.36], [0.02, -0.23, 0.54], [1.05, 0.06, 0.15], [-0.36, -0.17, 0.34], [-0.75, 0.15, 0.55], [1.50, 0.10, -1.40], [1.02, 0.33, 1.80], [-1.32, -0.09, 0.54], [0.00, -0.01, -0.92], [0.05, 0.33, 1.00], [0.22, -0.74, -0.44], [0.35, 0.98, 0.18], [0.05, -0.33, 0.07], [0.73, 1.69, 0.27], [0.09, 0.84, -0.78], [-0.85, -1.34, 0.09], [-0.88, -1.93, -0.64], [-0.55, -0.21, -0.61], [0.33, 0.23, 0.14], [0.70, -0.05, -0.33], [-0.57, -0.05, 0.11], [0.30, 0.27, -0.26], [-0.26, 0.35, -0.34], [-0.23, -1.12, 0.04], [0.05, 0.16, 0.66], [0.42, 0.15, 0.23], [-0.01, 0.38, -0.21]], "lowdin_spin": [3.03, 0.00, 0.00, 0.00, 0.00, 0.00, 0.00, 0.00, 0.00, 0.00, 0.00, 0.00, 0.00, 0.00, 0.00, 0.00, 0.00, 0.00, 0.00, 0.00, 0.00, 0.00, 0.00, 0.00, 0.00, 0.00, 0.00, 0.00, 0.00, 0.00, 0.00, 0.00, 0.00, 0.00, 0.00, 0.00, 0.00, 0.00, 0.00, 0.00, 0.00, 0.00, 0.00, 0.00, 0.00, 0.00, 0.00, 0.00, 0.00, 0.00, 0.00, 0.00, 0.00, 0.00, 0.00, 0.00, 0.00, 0.00, 0.00, 0.00, 0.00, 0.00, 0.00, 0.00, 0.00, 0.00, 0.00, 0.00, 0.00, 0.00, 0.00, 0.00, 0.00, 0.00, 0.00, 0.00, 0.00, 0.00, 0.00]}

=====

{"formula": "C40H51N4O4P", "method": "wB97M-V/def2-TZVPD", "energy_ha": -2416.126194, "de_lowest_kcal_mol": 0.00, "lumo_energy_ha": -0.0090, "smiles": "CC(C)c1cccc(C(C)C)c1N1C=CN(c2c(C(C)C)cccc2C(C)C)P1.COc1ccc(C=C2C(=O)N(C)C(=O)N(C)C2=O)cc1", "multiplicity": 1, "species": ["C", "C", "C", "C", "C", "C", "C", "C", "C", "C", "C", "C", "N", "C", "C", "N", "C", "C", "C", "C", "C", "C", "C", "C", "C", "C", "C", "C", "P", "H", "H", "H", "H", "H", "H", "H", "H", "H", "H", "H", "H", "H", "H", "H", "H", "H", "H", "H", "H", "H", "H", "H", "H", "H", "H", "H", "H", "H", "H", "H", "H", "H", "H", "H", "H", "H", "C", "O", "C", "C", "C", "C", "C", "C", "C", "O", "N", "C", "C", "O", "N", "C", "C", "O", "C", "C", "H", "H", "H", "H", "H", "H", "H", "H", "H", "H", "H", "H", "H", "H"], "coordinates": [[-1.8711, -2.4883, -4.1378], [-2.3207, -1.6999, -2.8951], [-3.4141, -2.4828, -2.1515], [-2.7640, -0.2835, -3.3112], [-3.9519, -0.1206, -4.0253], [-4.2385, 1.0897, -4.6588], [-3.4098, 2.1946, -4.4651], [-2.2545, 2.0760, -3.6948], [-1.3165, 3.2855, -3.5871], [-2.0233, 4.5318, -3.0440], [-0.6369, 3.5685, -4.9260], [-1.9366, 0.8331, -3.1098], [-0.6518, 0.6547, -2.4171], [0.4865, 0.6107, -3.2099], [1.6005, 1.0513, -2.5843], [1.3406, 1.4884, -1.2970], [2.3309, 2.2929, -0.5935], [3.2037, 1.6574, 0.3005], [3.0901, 0.1704, 0.6539], [2.8925, 0.0101, 2.1632], [4.2770, -0.6475, 0.1480], [4.2251, 2.4060, 0.8806], [4.3794, 3.7643, 0.5927], [3.4799, 4.3938, -0.2713], [2.4589, 3.6649, -0.8819], [1.5629, 4.3673, -1.9086], [2.3725, 4.7088, -3.1527], [0.9234, 5.6205, -1.3146], [-0.3059, 1.3117, -0.7896], [-1.1550, -1.9093, -4.7375], [-1.3903, -3.4330, -3.8478], [-2.7340, -2.7147, -4.7840], [-1.4578, -1.5890, -2.2218], [-3.7306, -1.9636, -1.2371], [-4.3004, -2.6337, -2.7842], [-3.0258, -3.4686, -1.8601], [-4.6274, -0.9726, -4.1223], [-5.0978, 1.1631, -5.3189], [-3.6472, 3.1543, -4.9281], [-0.5398, 3.0038, -2.8667], [-2.5367, 4.2970, -2.1014], [-1.3101, 5.3405, -2.8365], [-2.7592, 4.9026, -3.7711], [-0.1119, 2.6740, -5.2886], [-1.3955, 3.8498, -5.6727], [0.1012, 4.3801, -4.8544], [0.4397, 0.2178, -4.2154], [2.6092, 1.0388, -2.9762], [2.1929, -0.2092, 0.1554], [2.0323, 0.6047, 2.4966], [2.6856, -1.0289, 2.4292], [3.7749, 0.3369, 2.7312], [4.4630, -0.4571, -0.9173], [5.1993, -0.4035, 0.6938], [4.0425, -1.7126, 0.2680], [4.8982, 1.8909, 1.5668], [5.2043, 4.3247, 1.0348], [3.5714, 5.4571, -0.5013], [0.7788, 3.6474, -2.1725], [2.8595, 3.8137, -3.5599], [1.7486, 5.1432, -3.9418], [3.1577, 5.4322, -2.8875], [0.3808, 5.3801, -0.3912], [1.7040, 6.3578, -1.0863], [0.2159, 6.0816, -2.0109], [0.0415, 0.1349, 0.1305], [-5.3352, -3.8018, 5.6168], [-4.7379, -3.9781, 4.3144], [-3.8749, -3.0564, 3.7969], [-3.6069, -3.1652, 2.4163], [-2.5227, -2.5282, 1.8691], [-1.5531, -1.9103, 2.6925], [-0.1633, -1.8198, 2.1918], [0.7028, -2.7327, 2.7303], [2.0430, -3.1977, 2.3077], [2.3997, -3.4078, 1.1402], [2.8839, -3.5088, 3.3876], [4.3164, -3.5399, 3.1608], [2.4831, -3.5152, 4.7422], [3.2804, -3.5246, 5.6724], [1.0845, -3.5503, 4.9276], [0.5714, -4.0766, 6.1800], [0.2912, -3.7224, 3.7831], [-0.5647, -4.5950, 3.7040], [-1.9889, -1.5553, 4.0015], [-3.1484, -2.0984, 4.5438], [-6.1645, -4.5115, 5.6315], [-4.6209, -4.0497, 6.4113], [-5.7090, -2.7806, 5.7515], [-4.2065, -3.8552, 1.8391], [-2.3278, -2.5794, 0.7961], [0.2037, -1.0806, 1.4728], [4.7661, -4.1039, 3.9731], [4.4911, -4.0307, 2.2047], [4.7477, -2.5280, 3.1696], [-0.3994, -3.6162, 6.3886], [0.4237, -5.1647, 6.1142], [1.2794, -3.8187, 6.9630], [-1.3965, -0.8649, 4.6106], [-3.4580, -1.8924, 5.5706]], "atomic_forces_ev_per_a": [[0.07, 0.11, -0.11], [-0.14, 0.34, 0.18], [0.06, 0.10, 0.09], [0.17, -0.41, 0.30], [0.14, 0.20, -0.30], [0.01, -0.02, 0.33], [-0.04, -0.43, -0.02], [0.26, 0.36, 0.06], [0.00, -0.39, 0.43], [-0.16, -0.07, 0.08], [-0.01, -0.11, -0.31], [0.57, 0.01, 0.05], [-1.51, 0.63, 1.07], [1.70, -0.08, 0.00], [-0.92, -0.62, -1.02], [0.62, 1.26, 1.10], [-0.27, -0.20, -0.36], [0.04, -0.20, 0.07], [-0.23, 0.47, -0.14], [-0.09, 0.11, 0.14], [0.04, -0.07, -0.15], [0.02, 0.30, -0.05], [-0.16, -0.15, -0.03], [0.18, -0.32, 0.17], [-0.07, 0.10, -0.20], [-0.03, -0.50, 0.45], [0.31, -0.02, -0.16], [0.01, 0.05, 0.20], [0.63, -1.09, -0.78], [-0.13, -0.15, 0.16], [-0.16, 0.21, -0.06], [0.23, 0.04, 0.19], [-0.22, -0.03, -0.21], [0.03, -0.06, -0.21], [0.22, -0.03, 0.18], [-0.14, 0.18, -0.11], [0.22, 0.26, -0.18], [-0.02, 0.05, 0.23], [0.06, -0.32, 0.05], [-0.38, 0.03, -0.34], [0.04, 0.10, -0.24], [-0.24, -0.30, -0.23], [0.10, -0.03, 0.23], [-0.13, 0.22, 0.04], [0.26, -0.04, 0.12], [-0.34, -0.20, 0.04], [-0.06, -0.07, 0.09], [-0.11, 0.11, 0.10], [0.08, 0.00, 0.01], [0.17, -0.06, 0.03], [0.19, 0.23, -0.06], [-0.20, -0.06, -0.14], [-0.06, -0.05, 0.21], [-0.19, -0.08, -0.07], [0.22, 0.18, 0.02], [-0.02, 0.30, -0.16], [-0.26, -0.12, -0.08], [0.12, -0.32, 0.13], [0.41, 0.43, 0.11], [-0.08, 0.18, 0.04], [0.13, 0.01, 0.21], [-0.15, -0.15, -0.17], [0.11, 0.11, -0.16], [-0.26, -0.05, 0.03], [0.27, -0.03, 0.10], [-0.74, 0.51, -1.03], [0.45, 0.03, -0.62], [-0.46, 0.56, 0.14], [0.82, 0.16, 0.03], [-0.53, -0.16, 0.95], [1.19, 0.15, -0.02], [-1.74, 0.81, 0.51], [1.62, -1.18, 1.20], [-1.50, -0.10, -1.09], [1.06, -0.22, -1.87], [-0.65, 0.84, 2.19], [-0.08, 0.46, 0.55], [0.41, -0.21, -0.13], [-0.03, 0.50, 0.61], [-1.10, -0.14, -1.35], [0.75, -0.29, -0.15], [-0.24, -0.33, 0.25], [-1.43, -1.05, 0.13], [1.08, 1.69, 0.17], [0.76, -0.19, -0.76], [-0.75, -0.89, -0.12], [0.13, 0.17, 0.10], [-0.07, 0.08, -0.14], [0.04, -0.15, -0.05], [-0.13, 0.16, -0.13], [0.03, -0.35, 0.28], [-0.30, -0.45, 0.03], [0.07, -0.02, -0.12], [0.10, 0.14, 0.09], [-0.18, -0.24, -0.12], [0.19, -0.05, -0.08], [0.14, 0.31, 0.12], [-0.05, -0.11, -0.02], [-0.02, -0.41, -0.18], [0.28, 0.06, -0.29]], "mulliken_charge": [-1.49, 0.88, -1.66, 0.41, -0.38, -1.30, -0.64, 0.76, 3.04, -1.31, -1.31, -0.75, 1.01, -0.94, -0.22, 1.03, -1.05, 0.38, 1.66, -0.66, -1.63, -0.63, -1.57, -0.87, 0.91, 2.74, -1.69, -1.78, -0.52, 0.32, 0.43, 0.32, 0.21, 0.36, 0.36, 0.47, 0.31, 0.37, 0.32, -1.89, 0.37, 0.17, 0.39, 0.24, 0.41, 0.29, 0.44, 0.51, -0.04, 0.30, -0.39, 0.39, 0.35, 0.32, 0.37, 0.37, 0.36, 0.28, -1.60, 0.23, 0.49, 0.42, 0.38, 0.37, 0.52, -0.64, -0.81, -0.41, 0.82, -0.47, -0.39, -0.23, 0.93, 1.37, -1.24, -0.62, 0.20, -1.03, 0.61, -0.64, 0.23, -1.01, -0.22, -0.61, -0.26, -0.51, 0.25, 0.31, 0.35, 0.42, 0.56, 0.24, 0.40, 0.36, 0.25, 0.28, 0.33, 0.39, 0.45, 0.38]}

=====

> Which formula does entry 1 have?

C24H42N8NdO3S